# 1
DFT (ωB97M-V/def2-TZVPD) results for 2 unconnected molecules or ions with the total composition C6H9ClNO3 in a non-equilibrium geometry.

XYZ file:
```
20
Properties=species:S:1:pos:R:3:mulliken_charge:R:1
C 0.546 0.450 0.563 -0.87
C 0.246 -0.890 0.725 0.91
C -1.104 -1.477 0.969 0.72
O -1.157 -2.603 1.444 -0.56
H 1.593 0.731 0.692 0.54
Cl -0.449 1.695 1.321 -0.13
C 1.389 -1.863 0.687 -1.34
C -2.384 -0.726 0.719 -1.23
H 1.211 -2.636 -0.075 0.30
H 2.327 -1.349 0.439 0.40
H 1.504 -2.364 1.657 0.31
H -2.305 -0.074 -0.161 0.30
H -3.182 -1.462 0.572 0.36
H -2.634 -0.087 1.577 0.32
C 0.477 1.397 -1.733 -0.60
H -0.593 1.333 -1.917 0.37
H 1.167 0.658 -2.140 0.36
N 0.981 2.729 -1.778 0.92
O 2.195 2.889 -1.820 -0.56
O 0.173 3.649 -1.741 -0.53
```

Its expectation value of S² is 0.7945. The total energy comes out at -974.48467 Ha. Its spin multiplicity is 2. Its HOMO energy (spin up / spin down) is -9.556 / -10.132 eV. The maximum force is 2.4 eV/Å. Its energy relative to the best compared isomer or geometry (same formula, charge and spin) is 103.4 kJ/mol.



# 2
DFT (ωB97M-V/def2-TZVPD) results for 2 unconnected molecules or ions with the total composition C5H9N in a non-equilibrium geometry.

XYZ file:
```
15
Properties=species:S:1:pos:R:3:mulliken_charge:R:1
C 0.496 -1.815 0.501 -0.51
C 0.642 -0.789 1.620 -0.49
C 0.137 -0.370 0.295 0.09
N 0.485 0.523 -0.692 -0.31
C -0.133 1.828 -0.627 -0.37
C -0.577 0.818 -1.626 -0.40
H 1.392 -2.261 0.042 0.26
H -0.357 -2.481 0.519 0.19
H -0.389 -0.546 1.916 0.21
H 1.533 -0.589 2.224 0.32
H -1.325 -0.143 0.750 0.01
H -0.804 2.011 0.216 0.25
H 0.503 2.652 -0.938 0.24
H -0.265 0.896 -2.659 0.25
H -1.535 0.332 -1.427 0.27
```

The total energy comes out at -250.47619 Ha. Its HOMO energy is -8.882 eV. The maximum force is 3.7 eV/Å. Its energy relative to the best compared isomer or geometry (same formula, charge and spin) is 500.8 kJ/mol.



# 3
DFT (ωB97M-V/def2-TZVPD) results for a molecular structure, C26H18AsCl2NO4Pt in a non-equilibrium geometry.

XYZ file:
```
53
Properties=species:S:1:pos:R:3:mulliken_charge:R:1
Pt -1.133 1.295 0.169 1.07
O -3.244 -0.927 6.326 -0.70
C -2.728 0.189 6.195 0.45
O -2.374 1.059 7.005 -0.72
C -2.445 0.579 4.710 0.18
C -1.927 1.824 4.393 -0.80
C -1.648 2.130 3.077 -0.03
N -1.859 1.254 2.094 -0.30
C -2.355 0.032 2.385 0.59
C -2.669 -0.327 3.672 -0.55
C -2.440 -0.960 1.256 0.24
O -2.935 -2.043 1.365 -0.61
O -1.920 -0.531 0.091 -0.73
H -1.744 2.514 5.207 0.51
H -1.242 3.088 2.778 0.44
H -3.059 -1.307 3.915 0.60
C 4.622 2.412 -1.893 -0.49
C 4.002 1.766 -2.951 -0.65
C 2.790 1.116 -2.759 -0.21
C 2.202 1.122 -1.502 0.54
C 2.818 1.777 -0.440 -0.41
C 4.032 2.418 -0.636 -0.68
As 0.544 0.209 -1.156 0.77
C 0.902 -1.366 -0.124 0.41
C 1.239 -1.446 1.214 -0.61
C 1.359 -2.699 1.801 -0.76
C 1.141 -3.843 1.045 -0.76
C 0.799 -3.755 -0.297 -0.70
C 0.670 -2.507 -0.894 0.66
C 0.257 -2.254 -2.290 0.53
C -0.051 -3.229 -3.232 -0.68
C -0.471 -2.856 -4.500 -0.69
C -0.601 -1.517 -4.843 -0.68
C -0.305 -0.532 -3.911 -0.49
C 0.135 -0.907 -2.653 -0.05
H 5.570 2.911 -2.046 0.38
H 4.464 1.760 -3.930 0.39
H 2.316 0.598 -3.584 0.35
H 2.358 1.787 0.543 0.36
H 4.516 2.920 0.191 0.40
H 1.381 -0.553 1.812 0.38
H 1.603 -2.782 2.851 0.42
H 1.220 -4.815 1.512 0.41
H 0.613 -4.657 -0.863 0.38
H 0.024 -4.278 -2.978 0.39
H -0.713 -3.620 -5.226 0.41
H -0.942 -1.243 -5.832 0.41
H -0.424 0.513 -4.170 0.50
Cl -3.691 2.770 -0.452 -0.07
C -2.534 4.054 -0.651 -0.36
Cl -0.888 3.685 0.034 -0.14
H -2.868 4.942 -0.125 0.38
H -2.367 4.230 -1.706 0.33
```

The total energy comes out at -4632.75110 Ha. Its HOMO energy is -7.658 eV. The maximum force is 1.2 eV/Å. Its energy relative to the best compared isomer or geometry (same formula, charge and spin) is 0.0 kJ/mol.



# 4
DFT (ωB97M-V/def2-TZVPD) results for 4 unconnected molecules or ions with the total composition C14H38N2O6 in a non-equilibrium geometry.

XYZ file:
```
60
Properties=species:S:1:pos:R:3:mulliken_charge:R:1
C -2.215 0.064 -1.409 -0.74
O -1.924 0.529 -0.123 -0.16
C -3.082 1.040 0.540 -0.74
C -2.639 1.889 1.705 -0.61
N -1.953 1.077 2.724 -0.22
C -1.325 1.874 3.769 -0.68
C -0.604 1.037 4.814 -0.71
O 0.279 0.132 4.234 -0.31
C 1.137 -0.453 5.196 -0.98
H -1.327 -0.388 -1.827 0.14
H -2.627 0.871 -2.025 0.31
H -2.996 -0.724 -1.372 0.35
H -3.666 0.193 0.929 0.30
H -3.668 1.688 -0.129 0.47
H -3.546 2.285 2.176 0.37
H -1.992 2.710 1.357 0.36
H -1.313 0.426 2.289 0.13
H -2.115 2.452 4.253 0.36
H -0.589 2.593 3.347 0.34
H -1.323 0.515 5.463 0.40
H -0.026 1.704 5.475 0.40
H 1.978 0.228 5.415 0.31
H 1.542 -1.366 4.773 0.28
H 0.636 -0.631 6.153 0.40
C 4.381 0.276 -0.423 -0.89
O 3.542 0.096 -1.549 -0.30
C 3.227 1.321 -2.144 -0.51
C 2.695 1.084 -3.534 -0.81
N 1.256 0.763 -3.532 -0.18
C 0.703 0.675 -4.876 -0.81
C -0.678 0.166 -4.846 -0.35
O -0.668 -1.155 -4.344 -0.32
C -1.890 -1.783 -4.472 -0.82
H 5.364 0.635 -0.748 0.38
H 4.516 -0.680 0.078 0.28
H 3.928 0.958 0.306 0.35
H 4.113 1.966 -2.252 0.46
H 2.460 1.846 -1.558 0.24
H 3.256 0.240 -3.973 0.35
H 2.856 1.987 -4.122 0.50
H 1.110 -0.135 -3.080 0.18
H 1.339 0.120 -5.587 0.37
H 0.636 1.695 -5.289 0.37
H -1.085 0.204 -5.874 0.46
H -1.322 0.823 -4.245 0.18
H -2.054 -2.115 -5.509 0.32
H -2.723 -1.135 -4.178 0.33
H -1.872 -2.677 -3.851 0.26
C 1.499 -1.241 0.802 -0.48
O 1.777 -1.265 2.181 -0.51
H 1.300 -0.214 0.476 0.23
H 2.379 -1.575 0.257 0.25
H 0.659 -1.865 0.479 0.23
H 1.208 -0.617 2.626 0.45
C -1.082 -2.882 2.643 0.09
O -2.037 -3.948 2.371 -0.58
H -1.283 -2.132 1.867 -0.25
H -1.224 -2.462 3.636 0.19
H -0.062 -3.176 2.417 0.25
H -2.867 -3.542 2.123 0.30
```

The total energy comes out at -1117.02879 Ha. As for the SMILES: COCCNCCOC.COCCNCCOC.CO.CO. Its HOMO energy is -8.847 eV. The maximum force is 1.9 eV/Å. Its energy relative to the best compared isomer or geometry (same formula, charge and spin) is 0.0 kJ/mol.



# 5
DFT (ωB97M-V/def2-TZVPD) results for a single C2H4OS3 molecule in a non-equilibrium geometry.

XYZ file:
```
10
Properties=species:S:1:pos:R:3:mulliken_charge:R:1
S 1.127 0.524 -2.460 -0.25
C 0.056 0.967 -1.316 0.32
S -1.238 2.198 -1.604 -0.16
O 0.161 0.404 -0.044 -0.27
C 0.494 -0.889 0.641 -0.35
S -1.109 -1.734 1.384 -0.17
H -1.105 2.985 -0.501 0.15
H 1.112 -0.704 1.519 0.28
H 0.958 -1.590 -0.056 0.34
H -0.455 -2.161 2.437 0.12
```

The total energy comes out at -1348.32807 Ha. As for the SMILES: S=C(S)OCS. Its HOMO energy is -8.972 eV. The maximum force is 2.8 eV/Å. Its energy relative to the best compared isomer or geometry (same formula, charge and spin) is 210.8 kJ/mol.



# 6
DFT (ωB97M-V/def2-TZVPD) results for a molecular structure, C24H58ClO20P5S2 in a non-equilibrium geometry.

XYZ file:
```
110
Properties=species:S:1:pos:R:3:mulliken_charge:R:1
C -6.250 1.663 7.164 -0.74
O -5.860 1.002 5.977 -0.26
C -6.949 0.828 5.091 -0.73
C -6.414 0.655 3.658 -0.35
C -5.448 -0.543 3.659 -0.79
C -5.044 -1.010 2.243 -0.64
C -4.674 0.148 1.276 -0.75
C -3.476 -0.291 0.395 -0.67
C -2.112 0.151 0.994 -1.33
C -1.263 0.893 -0.068 0.96
C -1.584 2.396 -0.028 -0.92
C -0.493 3.269 -0.691 -1.10
C 0.444 3.957 0.343 -0.85
C 1.889 4.083 -0.237 -1.88
C 3.010 3.881 0.776 0.68
P 4.541 4.743 0.002 0.19
O 4.041 6.307 -0.095 -0.45
Cl 4.617 3.984 -1.947 -0.25
O 2.835 4.580 2.025 -0.40
S 3.711 3.819 3.136 1.06
O 5.111 3.911 2.933 -0.51
O 3.285 4.085 4.449 -0.59
O 3.339 2.325 2.578 -0.37
C 3.547 2.474 1.169 0.08
P 2.920 0.887 0.437 0.80
O 1.816 0.259 1.418 -0.60
O 2.387 1.010 -1.065 -0.54
S 4.388 -0.362 0.410 -0.45
H -5.375 2.133 7.621 0.24
H -6.976 2.461 6.984 0.32
H -6.625 0.921 7.880 0.26
H -7.455 -0.113 5.356 0.33
H -7.643 1.676 5.085 0.44
H -5.920 1.585 3.375 0.31
H -7.276 0.434 3.022 0.27
H -4.576 -0.355 4.285 0.24
H -6.017 -1.371 4.101 0.30
H -4.201 -1.694 2.376 0.45
H -5.865 -1.567 1.783 0.30
H -4.434 1.054 1.835 0.37
H -5.531 0.316 0.620 0.37
H -3.478 -1.385 0.369 0.44
H -3.602 0.028 -0.648 0.31
H -2.300 0.794 1.856 0.52
H -1.567 -0.746 1.297 0.42
H -1.440 0.440 -1.045 0.41
H -0.213 0.748 0.217 -0.94
H -2.525 2.553 -0.560 0.42
H -1.659 2.693 1.020 0.43
H 0.075 2.725 -1.452 0.73
H -1.015 4.071 -1.221 0.43
H 0.467 3.451 1.314 0.51
H 0.038 4.957 0.487 0.37
H 2.011 3.497 -1.143 0.92
H 1.970 5.129 -0.556 0.68
H 4.625 6.719 -0.747 0.35
H 4.601 2.480 0.860 0.56
H 1.192 0.934 1.733 0.40
H 1.426 1.173 -1.093 0.31
C -4.444 -1.484 -4.842 -0.70
O -4.043 -0.144 -5.139 -0.44
P -4.864 1.061 -4.374 1.09
O -4.745 0.696 -2.948 -0.43
O -6.301 0.601 -5.039 -0.37
C -6.424 0.488 -6.461 -0.83
O -5.385 2.625 -4.218 -0.34
C -5.700 3.400 -5.391 -0.66
H -3.594 -1.999 -4.397 0.26
H -5.290 -1.528 -4.162 0.37
H -4.713 -1.975 -5.779 0.25
H -6.812 -0.502 -6.701 0.26
H -5.468 0.619 -6.970 0.41
H -7.126 1.238 -6.824 0.27
H -6.737 3.226 -5.677 0.22
H -5.042 3.159 -6.225 0.34
H -5.578 4.452 -5.145 0.26
C 10.339 -3.434 3.601 -0.68
O 8.924 -3.620 3.574 -0.44
P 8.278 -4.137 2.150 1.23
O 9.044 -5.363 1.852 -0.69
O 8.803 -2.828 1.305 -0.38
C 8.474 -1.508 1.761 -0.77
O 6.977 -4.360 1.161 -0.38
C 5.958 -3.339 1.087 -0.68
H 10.755 -4.110 4.345 0.25
H 10.806 -3.624 2.638 0.37
H 10.543 -2.404 3.898 0.25
H 9.394 -0.929 1.846 0.28
H 7.978 -1.518 2.732 0.39
H 7.820 -1.026 1.034 0.27
H 6.238 -2.599 0.338 0.22
H 5.810 -2.853 2.049 0.40
H 5.023 -3.805 0.784 0.36
C 3.238 -2.056 -2.190 -0.84
O 2.563 -2.657 -3.306 -0.49
P 1.009 -3.108 -3.044 1.00
O 0.364 -1.872 -2.553 -0.41
O 1.391 -4.154 -1.835 -0.32
C 2.369 -5.177 -2.060 -0.72
O -0.331 -3.971 -3.485 -0.27
C -0.186 -5.312 -3.989 -0.67
H 3.516 -1.043 -2.469 0.35
H 2.625 -2.027 -1.296 0.45
H 4.143 -2.629 -1.980 0.23
H 3.126 -5.115 -1.278 0.13
H 2.860 -5.073 -3.028 0.42
H 1.889 -6.154 -2.007 0.27
H -0.172 -6.016 -3.157 0.23
H 0.719 -5.426 -4.585 0.33
H -1.046 -5.533 -4.617 0.26
```

The total energy comes out at -5417.40618 Ha. Its HOMO energy is -9.162 eV. The maximum force is 6.5 eV/Å. Its energy relative to the best compared isomer or geometry (same formula, charge and spin) is 0.0 kJ/mol.



# 7
DFT (ωB97M-V/def2-TZVPD) results for a single C3H5F molecule in a non-equilibrium geometry.

XYZ file:
```
9
Properties=species:S:1:pos:R:3:mulliken_charge:R:1
C 0.617 -1.315 0.000 -0.75
C 0.855 -0.047 0.066 0.64
C -0.258 0.929 0.002 -0.98
F 2.152 0.459 -0.060 -0.28
H 1.277 -2.108 0.224 0.32
H -0.454 -1.552 -0.160 0.16
H -0.395 1.278 1.009 0.27
H -0.028 1.638 -0.677 0.34
H -1.191 0.359 -0.183 0.28
```

The total energy comes out at -217.12653 Ha. As for the SMILES: C=C(C)F. Its HOMO energy is -9.791 eV. The maximum force is 3.5 eV/Å. Its energy relative to the best compared isomer or geometry (same formula, charge and spin) is 30.6 kJ/mol.



# 8
DFT (ωB97M-V/def2-TZVPD) results for 2 unconnected molecules or ions with the total composition CH6NS in a non-equilibrium geometry.

XYZ file:
```
9
Properties=species:S:1:pos:R:3:mulliken_charge:R:1
S 3.211 -1.043 -1.528 -0.93
H 3.704 0.198 -1.518 -0.07
C -3.662 0.550 1.286 -0.66
N -2.520 1.353 1.673 -0.50
H -4.460 1.172 0.895 0.25
H -3.384 -0.270 0.607 0.26
H -4.036 0.003 2.157 0.26
H -2.117 1.853 0.902 0.20
H -1.865 0.927 2.287 0.19
```

As for the charge: -1. The total energy comes out at -494.64896 Ha. Its HOMO energy is -2.297 eV. The maximum force is 1.4 eV/Å. Its energy relative to the best compared isomer or geometry (same formula, charge and spin) is 40.9 kJ/mol.



# 9
DFT (ωB97M-V/def2-TZVPD) results for a gas-phase ion, C5H10N (charge +1) in a non-equilibrium geometry.

XYZ file:
```
16
Properties=species:S:1:pos:R:3:mulliken_charge:R:1
C -1.509 0.038 -0.262 0.28
C -2.233 1.084 -0.181 -0.68
C -1.090 -1.307 0.099 -0.26
C 0.689 0.136 -0.492 -0.25
C 1.750 1.032 0.087 -1.07
N 0.511 -1.141 0.228 -0.23
H -1.793 2.048 -0.376 0.25
H -3.324 1.236 -0.156 0.29
H -1.389 -1.707 1.087 0.36
H -1.396 -2.057 -0.775 0.27
H 0.750 -0.051 -1.595 0.36
H 2.333 1.666 -0.510 0.36
H 2.259 0.326 0.674 0.31
H 1.158 1.680 0.827 0.28
H 0.861 -1.019 1.203 0.41
H 1.030 -1.900 -0.259 0.33
```

As for the charge: +1. The total energy comes out at -250.84032 Ha. Its HOMO energy is -13.119 eV. The maximum force is 5.5 eV/Å. Its energy relative to the best compared isomer or geometry (same formula, charge and spin) is 433.1 kJ/mol.



Copy entry 9 word for word.
DFT (ωB97M-V/def2-TZVPD) results for a gas-phase ion, C5H10N (charge +1) in a non-equilibrium geometry.

XYZ file:
```
16
Properties=species:S:1:pos:R:3:mulliken_charge:R:1
C -1.509 0.038 -0.262 0.28
C -2.233 1.084 -0.181 -0.68
C -1.090 -1.307 0.099 -0.26
C 0.689 0.136 -0.492 -0.25
C 1.750 1.032 0.087 -1.07
N 0.511 -1.141 0.228 -0.23
H -1.793 2.048 -0.376 0.25
H -3.324 1.236 -0.156 0.29
H -1.389 -1.707 1.087 0.36
H -1.396 -2.057 -0.775 0.27
H 0.750 -0.051 -1.595 0.36
H 2.333 1.666 -0.510 0.36
H 2.259 0.326 0.674 0.31
H 1.158 1.680 0.827 0.28
H 0.861 -1.019 1.203 0.41
H 1.030 -1.900 -0.259 0.33
```

As for the charge: +1. The total energy comes out at -250.84032 Ha. Its HOMO energy is -13.119 eV. The maximum force is 5.5 eV/Å. Its energy relative to the best compared isomer or geometry (same formula, charge and spin) is 433.1 kJ/mol.